C29H41BeN8O2SSi | ωB97M-V/def2-TZVPD

**LUMO energy**: 2.2 eV
**Frontier orbital gap**: 7.42 eV

```
! wB97M-V def2-TZVPD RIJCOSX def2/J DEFGRID3
* xyz -1 1
Be 0.627 0.121 0.144
N -6.667 1.265 4.861
C -5.303 1.444 4.626
C -4.859 1.951 3.403
C -3.513 2.201 3.206
C -2.604 1.939 4.215
C -3.028 1.431 5.428
C -4.373 1.183 5.634
S -0.881 2.328 3.951
O -0.179 2.064 5.178
O -0.882 3.703 3.484
N -0.355 1.452 2.700
C -0.492 0.142 2.711
N -0.003 -0.611 1.646
C 0.060 -1.932 1.827
C -0.426 -2.585 2.933
C -1.058 -1.773 3.870
N -1.090 -0.469 3.777
H -7.237 1.150 4.041
H -6.899 0.623 5.600
H -5.578 2.144 2.615
H -3.150 2.600 2.266
H -2.287 1.231 6.191
H -4.719 0.780 6.580
H 0.526 -2.482 1.018
H -0.353 -3.655 3.039
H -1.554 -2.194 4.742
C -2.331 4.117 -1.391
C -1.033 3.829 -0.629
C -0.813 2.418 -0.446
N -0.637 1.290 -0.357
H -2.449 5.191 -1.514
H -3.191 3.732 -0.842
H -2.319 3.656 -2.378
H -1.036 4.258 0.379
H -0.170 4.228 -1.168
N 1.999 0.968 0.594
C 2.993 1.257 1.117
C 4.206 1.592 1.666
C 4.479 2.914 2.087
N 4.743 3.991 2.408
C 5.221 0.619 1.798
N 6.066 -0.159 1.919
C 1.243 -0.336 -4.720
C 0.696 0.114 -3.359
C 1.283 1.518 -3.100
C -0.825 0.283 -3.515
Si 1.078 -1.060 -1.792
C 2.981 -1.559 -1.917
C 3.403 -2.157 -0.563
C 3.378 -2.549 -3.019
C 3.831 -0.294 -2.113
C 0.013 -2.712 -2.040
C -1.395 -2.439 -1.477
C -0.125 -3.221 -3.480
C 0.581 -3.874 -1.212
H 0.932 0.380 -5.493
H 0.875 -1.321 -5.007
H 2.333 -0.363 -4.722
H 0.800 2.255 -3.756
H 2.350 1.550 -3.312
H 1.152 1.839 -2.070
H -1.040 1.012 -4.308
H -1.284 0.640 -2.596
H -1.308 -0.653 -3.796
H 2.919 -3.114 -0.371
H 3.153 -1.481 0.258
H 4.486 -2.320 -0.539
H 2.923 -3.529 -2.870
H 4.466 -2.684 -3.015
H 3.089 -2.190 -4.008
H 3.527 0.504 -1.436
H 3.762 0.078 -3.136
H 4.887 -0.517 -1.918
H -1.840 -1.539 -1.901
H -1.356 -2.306 -0.394
H -2.063 -3.283 -1.695
H -0.726 -2.549 -4.093
H -0.623 -4.199 -3.484
H 0.851 -3.339 -3.955
H 0.790 -3.574 -0.184
H 1.501 -4.269 -1.643
H -0.146 -4.695 -1.177
*
```

Atomic partial charges in e from the Mulliken method, atoms 1 to 6: -0.540, -0.585, 1.148, -0.851, -0.353, -0.241



C29H41Br2Cl16F2N3O2 | ωB97M-V/def2-TZVPD

**SMILES string**: C[C@H](Br)[C@H](Br)c1cnc2ccc(N(C(=O)F)C(=O)F)cc2n1.ClCCCl.ClCCCl.ClCCCl.ClCCCl.ClCCCl.ClCCCl.ClCCCl.ClCCCl
**LUMO energy**: -0.3 eV
**Frontier orbital gap**: 8.46 eV

```
! wB97M-V def2-TZVPD RIJCOSX def2/J DEFGRID3
* xyz 0 1
C -0.285 2.829 3.345
C -0.924 1.500 2.879
Br -0.889 0.099 4.274
C -0.385 0.973 1.525
Br -1.180 -0.770 1.036
C 1.141 0.925 1.480
C 1.821 1.623 0.420
N 3.126 1.692 0.257
C 3.768 1.024 1.257
C 5.211 1.040 1.259
C 5.952 0.424 2.229
C 5.289 -0.299 3.291
N 6.023 -0.954 4.366
C 7.269 -0.320 4.647
O 8.275 -0.464 4.022
F 7.302 0.485 5.727
C 6.230 -2.331 3.925
O 6.635 -2.602 2.845
F 5.952 -3.246 4.861
C 3.926 -0.337 3.296
C 3.131 0.314 2.294
N 1.774 0.256 2.418
H -0.418 2.895 4.437
H -0.789 3.657 2.816
H 0.796 2.906 3.148
H -1.999 1.700 2.723
H -0.715 1.664 0.707
H 1.196 2.163 -0.324
H 5.717 1.565 0.443
H 7.038 0.522 2.140
H 3.455 -0.870 4.132
Cl -5.417 0.854 1.463
C -5.244 1.420 -0.219
C -3.860 1.171 -0.762
Cl -2.631 2.189 0.032
H -5.500 2.477 -0.247
H -5.976 0.875 -0.814
H -3.826 1.410 -1.826
H -3.562 0.131 -0.641
Cl -1.561 -2.131 7.519
C -0.809 -3.481 6.629
C 0.693 -3.353 6.561
Cl 1.198 -1.990 5.535
H -1.251 -3.517 5.635
H -1.078 -4.396 7.157
H 1.120 -4.256 6.125
H 1.128 -3.214 7.549
Cl -1.378 3.016 8.561
C -3.046 2.436 8.325
C -3.173 1.541 7.118
Cl -2.942 2.428 5.595
H -3.697 3.305 8.248
H -3.319 1.883 9.223
H -4.172 1.108 7.083
H -2.450 0.726 7.144
Cl -1.109 0.217 -4.246
C -2.371 -0.492 -5.292
C -3.611 0.367 -5.349
Cl -4.483 0.390 -3.792
H -2.596 -1.497 -4.922
H -1.940 -0.584 -6.288
H -4.300 -0.031 -6.093
H -3.379 1.393 -5.618
Cl 0.671 -4.793 0.865
C 1.721 -3.924 -0.286
C 2.951 -3.356 0.381
Cl 2.553 -2.022 1.498
H 1.127 -3.144 -0.759
H 2.014 -4.643 -1.051
H 3.623 -2.947 -0.373
H 3.490 -4.119 0.941
Cl -0.047 -3.467 -4.740
C -0.994 -4.812 -5.424
C -1.914 -4.351 -6.526
Cl -3.232 -3.322 -5.905
H -1.546 -5.284 -4.614
H -0.281 -5.536 -5.819
H -2.381 -5.211 -7.004
H -1.377 -3.788 -7.287
Cl 0.410 2.812 -1.979
C 0.501 3.409 -3.659
C 1.861 3.183 -4.268
Cl 3.114 4.201 -3.515
H 0.233 4.464 -3.657
H -0.254 2.867 -4.228
H 1.836 3.441 -5.327
H 2.171 2.143 -4.178
Cl -4.738 1.095 -9.250
C -3.876 2.644 -9.430
C -2.380 2.476 -9.326
Cl -1.871 2.028 -7.677
H -4.254 3.330 -8.675
H -4.134 3.039 -10.412
H -1.885 3.417 -9.566
H -2.013 1.715 -10.011
*
```

Atomic partial charges in e from the Mulliken method, atoms 1 to 6: -1.155, -0.196, -0.075, 0.573, -0.059, -0.205



C29H41F5MnP2 | ωB97M-V/def2-TZVPD

**Energy above the lowest of the compared OMol25 structures with the same formula, charge and spin**: 0.00 kcal/mol
**⟨S²⟩**: 3.98
**LUMO energy (spin up / spin down)**: -7.2 / -10.1 eV
**Frontier orbital gap (spin up / spin down)**: 6.02 / 3.15 eV

```
! wB97M-V def2-TZVPD RIJCOSX def2/J DEFGRID3
* xyz 2 4
Mn -1.757 0.439 0.784
C -3.220 1.966 0.167
C -3.509 0.700 -0.477
C -3.701 0.400 1.830
C -3.314 1.786 1.581
C -3.838 -0.250 0.566
C -2.950 3.259 -0.542
H -2.523 3.086 -1.534
H -2.255 3.885 0.024
H -3.880 3.826 -0.678
C -3.111 2.820 2.643
H -2.597 3.699 2.245
H -2.502 2.417 3.458
H -4.072 3.151 3.061
C -3.949 -0.186 3.185
H -4.977 0.012 3.518
H -3.260 0.243 3.920
H -3.800 -1.269 3.179
C -4.319 -1.652 0.343
H -5.416 -1.687 0.335
H -3.969 -2.324 1.132
H -3.971 -2.043 -0.617
C -3.668 0.479 -1.952
H -4.711 0.621 -2.268
H -3.372 -0.536 -2.234
H -3.051 1.178 -2.525
C 4.679 0.352 -2.599
C 3.877 0.747 -3.595
C 3.519 0.059 -4.886
C 3.791 -1.459 -4.980
C 3.052 -2.258 -3.933
C 3.405 -2.512 -2.668
C 4.633 -2.099 -1.899
C 5.466 -0.930 -2.470
H 4.038 0.563 -5.717
H 4.865 -1.650 -4.944
H 2.449 0.230 -5.066
H 5.916 -1.220 -3.421
H 4.759 1.025 -1.745
H 3.397 1.719 -3.472
H 6.302 -0.755 -1.781
H 4.312 -1.831 -0.883
H 2.706 -3.111 -2.082
H 5.289 -2.974 -1.775
H 3.458 -1.792 -5.970
H 2.088 -2.653 -4.256
P 0.177 1.114 -0.208
C 1.260 2.424 0.491
C 0.264 1.486 -2.010
P -0.524 -1.396 0.243
C 1.081 -0.498 -0.023
C -0.800 -2.321 -1.325
C -0.187 -2.763 1.424
H 1.184 2.363 1.580
H 0.889 3.401 0.166
H 2.301 2.307 0.171
H 1.271 1.318 -2.406
H -0.011 2.532 -2.175
H -0.449 0.857 -2.550
H 0.701 -3.338 1.141
H -1.056 -3.429 1.451
H -0.056 -2.316 2.413
H 1.612 -0.474 0.934
H 1.750 -0.829 -0.825
H -1.574 -3.078 -1.165
H 0.116 -2.818 -1.664
H -1.149 -1.634 -2.100
F -2.298 1.503 5.168
C -1.141 0.938 4.721
C -0.687 0.436 3.335
C 0.631 -0.174 3.612
F 1.381 -0.845 2.803
C 1.335 -0.216 4.827
F 2.554 -0.820 4.898
C 0.841 0.315 5.959
F 1.539 0.258 7.122
C -0.384 0.869 5.910
F -0.885 1.359 7.079
*
```

Atomic partial charges in e from the Mulliken method, atoms 1 to 6: -0.141, 0.908, 0.181, 0.405, 0.525, 0.778



Please write out number 2 again, unchanged.
C29H41Br2Cl16F2N3O2 | ωB97M-V/def2-TZVPD

**SMILES string**: C[C@H](Br)[C@H](Br)c1cnc2ccc(N(C(=O)F)C(=O)F)cc2n1.ClCCCl.ClCCCl.ClCCCl.ClCCCl.ClCCCl.ClCCCl.ClCCCl.ClCCCl
**LUMO energy**: -0.3 eV
**Frontier orbital gap**: 8.46 eV

```
! wB97M-V def2-TZVPD RIJCOSX def2/J DEFGRID3
* xyz 0 1
C -0.285 2.829 3.345
C -0.924 1.500 2.879
Br -0.889 0.099 4.274
C -0.385 0.973 1.525
Br -1.180 -0.770 1.036
C 1.141 0.925 1.480
C 1.821 1.623 0.420
N 3.126 1.692 0.257
C 3.768 1.024 1.257
C 5.211 1.040 1.259
C 5.952 0.424 2.229
C 5.289 -0.299 3.291
N 6.023 -0.954 4.366
C 7.269 -0.320 4.647
O 8.275 -0.464 4.022
F 7.302 0.485 5.727
C 6.230 -2.331 3.925
O 6.635 -2.602 2.845
F 5.952 -3.246 4.861
C 3.926 -0.337 3.296
C 3.131 0.314 2.294
N 1.774 0.256 2.418
H -0.418 2.895 4.437
H -0.789 3.657 2.816
H 0.796 2.906 3.148
H -1.999 1.700 2.723
H -0.715 1.664 0.707
H 1.196 2.163 -0.324
H 5.717 1.565 0.443
H 7.038 0.522 2.140
H 3.455 -0.870 4.132
Cl -5.417 0.854 1.463
C -5.244 1.420 -0.219
C -3.860 1.171 -0.762
Cl -2.631 2.189 0.032
H -5.500 2.477 -0.247
H -5.976 0.875 -0.814
H -3.826 1.410 -1.826
H -3.562 0.131 -0.641
Cl -1.561 -2.131 7.519
C -0.809 -3.481 6.629
C 0.693 -3.353 6.561
Cl 1.198 -1.990 5.535
H -1.251 -3.517 5.635
H -1.078 -4.396 7.157
H 1.120 -4.256 6.125
H 1.128 -3.214 7.549
Cl -1.378 3.016 8.561
C -3.046 2.436 8.325
C -3.173 1.541 7.118
Cl -2.942 2.428 5.595
H -3.697 3.305 8.248
H -3.319 1.883 9.223
H -4.172 1.108 7.083
H -2.450 0.726 7.144
Cl -1.109 0.217 -4.246
C -2.371 -0.492 -5.292
C -3.611 0.367 -5.349
Cl -4.483 0.390 -3.792
H -2.596 -1.497 -4.922
H -1.940 -0.584 -6.288
H -4.300 -0.031 -6.093
H -3.379 1.393 -5.618
Cl 0.671 -4.793 0.865
C 1.721 -3.924 -0.286
C 2.951 -3.356 0.381
Cl 2.553 -2.022 1.498
H 1.127 -3.144 -0.759
H 2.014 -4.643 -1.051
H 3.623 -2.947 -0.373
H 3.490 -4.119 0.941
Cl -0.047 -3.467 -4.740
C -0.994 -4.812 -5.424
C -1.914 -4.351 -6.526
Cl -3.232 -3.322 -5.905
H -1.546 -5.284 -4.614
H -0.281 -5.536 -5.819
H -2.381 -5.211 -7.004
H -1.377 -3.788 -7.287
Cl 0.410 2.812 -1.979
C 0.501 3.409 -3.659
C 1.861 3.183 -4.268
Cl 3.114 4.201 -3.515
H 0.233 4.464 -3.657
H -0.254 2.867 -4.228
H 1.836 3.441 -5.327
H 2.171 2.143 -4.178
Cl -4.738 1.095 -9.250
C -3.876 2.644 -9.430
C -2.380 2.476 -9.326
Cl -1.871 2.028 -7.677
H -4.254 3.330 -8.675
H -4.134 3.039 -10.412
H -1.885 3.417 -9.566
H -2.013 1.715 -10.011
*
```

Atomic partial charges in e from the Mulliken method, atoms 1 to 6: -1.155, -0.196, -0.075, 0.573, -0.059, -0.205



Copy entry 3 word for word.
C29H41F5MnP2 | ωB97M-V/def2-TZVPD

**Energy above the lowest of the compared OMol25 structures with the same formula, charge and spin**: 0.00 kcal/mol
**⟨S²⟩**: 3.98
**LUMO energy (spin up / spin down)**: -7.2 / -10.1 eV
**Frontier orbital gap (spin up / spin down)**: 6.02 / 3.15 eV

```
! wB97M-V def2-TZVPD RIJCOSX def2/J DEFGRID3
* xyz 2 4
Mn -1.757 0.439 0.784
C -3.220 1.966 0.167
C -3.509 0.700 -0.477
C -3.701 0.400 1.830
C -3.314 1.786 1.581
C -3.838 -0.250 0.566
C -2.950 3.259 -0.542
H -2.523 3.086 -1.534
H -2.255 3.885 0.024
H -3.880 3.826 -0.678
C -3.111 2.820 2.643
H -2.597 3.699 2.245
H -2.502 2.417 3.458
H -4.072 3.151 3.061
C -3.949 -0.186 3.185
H -4.977 0.012 3.518
H -3.260 0.243 3.920
H -3.800 -1.269 3.179
C -4.319 -1.652 0.343
H -5.416 -1.687 0.335
H -3.969 -2.324 1.132
H -3.971 -2.043 -0.617
C -3.668 0.479 -1.952
H -4.711 0.621 -2.268
H -3.372 -0.536 -2.234
H -3.051 1.178 -2.525
C 4.679 0.352 -2.599
C 3.877 0.747 -3.595
C 3.519 0.059 -4.886
C 3.791 -1.459 -4.980
C 3.052 -2.258 -3.933
C 3.405 -2.512 -2.668
C 4.633 -2.099 -1.899
C 5.466 -0.930 -2.470
H 4.038 0.563 -5.717
H 4.865 -1.650 -4.944
H 2.449 0.230 -5.066
H 5.916 -1.220 -3.421
H 4.759 1.025 -1.745
H 3.397 1.719 -3.472
H 6.302 -0.755 -1.781
H 4.312 -1.831 -0.883
H 2.706 -3.111 -2.082
H 5.289 -2.974 -1.775
H 3.458 -1.792 -5.970
H 2.088 -2.653 -4.256
P 0.177 1.114 -0.208
C 1.260 2.424 0.491
C 0.264 1.486 -2.010
P -0.524 -1.396 0.243
C 1.081 -0.498 -0.023
C -0.800 -2.321 -1.325
C -0.187 -2.763 1.424
H 1.184 2.363 1.580
H 0.889 3.401 0.166
H 2.301 2.307 0.171
H 1.271 1.318 -2.406
H -0.011 2.532 -2.175
H -0.449 0.857 -2.550
H 0.701 -3.338 1.141
H -1.056 -3.429 1.451
H -0.056 -2.316 2.413
H 1.612 -0.474 0.934
H 1.750 -0.829 -0.825
H -1.574 -3.078 -1.165
H 0.116 -2.818 -1.664
H -1.149 -1.634 -2.100
F -2.298 1.503 5.168
C -1.141 0.938 4.721
C -0.687 0.436 3.335
C 0.631 -0.174 3.612
F 1.381 -0.845 2.803
C 1.335 -0.216 4.827
F 2.554 -0.820 4.898
C 0.841 0.315 5.959
F 1.539 0.258 7.122
C -0.384 0.869 5.910
F -0.885 1.359 7.079
*
```

Atomic partial charges in e from the Mulliken method, atoms 1 to 6: -0.141, 0.908, 0.181, 0.405, 0.525, 0.778



Q: Number 2 is which compound?
A: C29H41Br2Cl16F2N3O2